Record 1
Below is C4H5FN2O4 in the gas phase, with properties calculated with ωB97M-V with the def2-TZVPD basis set.

As for the SMILES: [H]/N=C\OCOC(F)=C=[N+]([O-])O. The calculation puts the total energy at -665.511475 hartree. The orbital gap is 9.92 eV. The relative energy (zero: lowest compared OMol25 entry of this formula, charge and spin) comes out at 79.2 kcal per mole. For the highest occupied orbital energy, the calculation gives -0.354 hartree. Its spin multiplicity is 1.

CARTESIAN COORDINATES (ANGSTROEM)
C1 -0.98 -1.09 0.75
H1 2.71 -1.52 -0.74
H2 -1.21 0.47 -1.82
O1 2.52 -1.10 1.68
H3 -1.19 1.63 1.59
O2 -1.87 -0.09 0.46
O3 1.80 -1.62 -0.46
C2 0.34 -0.97 0.85
H4 1.51 1.39 -1.43
N1 0.83 0.95 -2.03
O4 -0.30 1.46 -0.09
H5 -2.34 1.87 0.17
C3 -0.23 0.92 -1.37
F1 -1.61 -2.27 0.92
N2 1.58 -1.29 0.90
C4 -1.54 1.27 0.61

Results of the natural (NBO) charge analysis, in e, for atoms 1 through 6: C 0.635; H 0.489; H 0.175; O -0.424; H 0.195; O -0.511

Record 2
Below is C4H5FN2S in the gas phase, with properties calculated with ωB97M-V with the def2-TZVPD basis set.

As for the SMILES: Fc1c[nH]c(CS)n1. The calculation puts the total energy at -762.976958 hartree. The orbital gap is 9.35 eV. The relative energy (zero: lowest compared OMol25 entry of this formula, charge and spin) comes out at 7.6 kcal per mole. For the highest occupied orbital energy, the calculation gives -0.321 hartree. Its spin multiplicity is 1.

CARTESIAN COORDINATES (ANGSTROEM)
N1 -0.76 0.28 -0.65
N2 0.85 1.11 0.57
C1 0.60 -1.27 0.80
H1 -1.38 -0.36 -1.06
H2 -1.47 2.09 -1.66
H3 -0.02 -1.47 1.71
H4 -0.06 -3.64 0.48
C2 0.18 0.05 0.25
C3 -0.81 1.62 -0.91
H5 1.72 -1.17 1.02
S1 0.26 -2.66 -0.41
F1 0.71 3.31 -0.05
C4 0.20 2.10 -0.10

Results of the natural (NBO) charge analysis, in e, for atoms 1 through 6: N -0.497; N -0.484; C -0.527; H 0.426; H 0.233; H 0.241

Record 3
Below is C4H5FO in the gas phase, with properties calculated with ωB97M-V with the def2-TZVPD basis set.

As for the SMILES: FC1=COCC1. The calculation puts the total energy at -330.451650 hartree. The orbital gap is 9.33 eV. The relative energy (zero: lowest compared OMol25 entry of this formula, charge and spin) comes out at 22.6 kcal per mole. For the highest occupied orbital energy, the calculation gives -0.307 hartree. Its spin multiplicity is 1.

CARTESIAN COORDINATES (ANGSTROEM)
C1 0.29 0.96 -0.16
C2 -1.08 0.41 0.11
O1 -1.07 -1.06 -0.14
H1 0.63 1.62 0.62
H2 0.40 -2.43 0.08
H3 -2.06 0.70 -0.41
C3 1.09 -0.36 -0.09
H4 0.26 1.40 -1.20
F1 2.44 -0.27 0.01
H5 -1.13 0.46 1.22
C4 0.23 -1.44 -0.04

Results of the natural (NBO) charge analysis, in e, for atoms 1 through 6: C -0.501; C -0.077; O -0.496; H 0.231; H 0.200; H 0.218

Record 4
Below is C4H5FO2 in the gas phase, with properties calculated with ωB97M-V with the def2-TZVPD basis set.

As for the SMILES: FC1[C@H]2OCO[C@H]12. The calculation puts the total energy at -405.555106 hartree. The orbital gap is 10.15 eV. The relative energy (zero: lowest compared OMol25 entry of this formula, charge and spin) comes out at 133.0 kcal per mole. For the highest occupied orbital energy, the calculation gives -0.342 hartree. Its spin multiplicity is 1.

CARTESIAN COORDINATES (ANGSTROEM)
H1 -2.61 0.12 0.19
F1 2.59 0.07 -0.57
C1 -1.63 0.09 -0.39
H2 0.15 0.59 1.52
H3 -1.87 -0.04 -1.42
O1 -0.74 1.24 -0.19
C2 0.37 -0.74 -0.22
C3 1.66 -0.05 0.38
O2 -0.98 -1.10 0.17
H4 0.60 -0.60 -1.33
H5 2.09 -0.21 1.43
C4 0.36 0.64 0.42

Results of the natural (NBO) charge analysis, in e, for atoms 1 through 6: H 0.175; F -0.317; C 0.206; H 0.174; H 0.160; O -0.500

Record 5
Below is C4H5FS2 in the gas phase, with properties calculated with ωB97M-V with the def2-TZVPD basis set.

As for the SMILES: CSC(=S)/C=C\F. The calculation puts the total energy at -1051.549705 hartree. The orbital gap is 8.27 eV. The relative energy (zero: lowest compared OMol25 entry of this formula, charge and spin) comes out at 42.0 kcal per mole. For the highest occupied orbital energy, the calculation gives -0.317 hartree. Its spin multiplicity is 1.

CARTESIAN COORDINATES (ANGSTROEM)
C1 -1.10 -1.02 -0.30
F1 -2.94 0.36 0.28
H1 -3.08 -1.59 -0.10
S1 1.56 -0.91 0.08
H2 -0.94 -2.13 -0.64
S2 -0.08 1.49 -0.13
H3 2.84 1.21 -0.64
C2 -2.35 -0.89 0.05
C3 -0.04 -0.01 -0.10
C4 2.99 0.26 0.11
H4 3.18 0.44 1.34
H5 3.84 -0.40 -0.30

Results of the natural (NBO) charge analysis, in e, for atoms 1 through 6: C -0.361; F -0.342; H 0.173; S 0.212; H 0.254; S 0.170

Record 6
Below is a molecular structure, C4H5FS2, with properties calculated with ωB97M-V with the def2-TZVPD basis set.

The calculation puts the total energy at -1051.443700 hartree. The orbital gap is 6.40 eV. The relative energy (zero: lowest compared OMol25 entry of this formula, charge and spin) comes out at 108.6 kcal per mole. For the highest occupied orbital energy, the calculation gives -0.343 hartree. Its spin multiplicity is 1.

CARTESIAN COORDINATES (ANGSTROEM)
H1 -1.19 -3.03 -0.05
F1 -0.82 1.34 -0.73
C1 -1.38 -1.64 -0.02
H2 -0.57 0.75 0.94
C2 -0.15 -0.88 -0.19
C3 -0.02 0.59 0.04
S1 1.45 -1.61 -0.36
H3 1.67 1.01 1.27
C4 1.26 1.09 0.09
S2 -2.92 -0.60 -0.17
H4 1.81 0.81 -0.72
H5 0.88 2.18 -0.09

Results of the natural (NBO) charge analysis, in e, for atoms 1 through 6: H 0.285; F -0.349; C -0.275; H 0.195; C -0.161; C 0.079